# 1
The following is a DFT calculation (ωB97M-V with the def2-TZVPD basis set) of a structure of composition C4H5NO2 at a distorted geometry.

```
12
C4H5NO2 ωB97M-V with the def2-TZVPD basis set
N -1.26 -0.23 1.28
C -0.28 -0.08 0.26
C 1.14 -0.58 0.23
C 1.03 0.75 -0.40
O 0.44 0.83 -1.67
C -0.70 0.23 -1.16
O -1.75 0.17 -1.73
H -1.36 -1.19 1.60
H -2.17 0.14 1.02
H 2.13 -0.09 0.58
H 1.32 -1.60 -0.09
H 1.43 1.67 0.02
```

Summary:
Molecular weight (g/mol): 99.09
LUMO level (eV): 0.84
Relative energy (zero: lowest compared OMol25 entry of this formula, charge and spin) (kJ/mol): 411.0
Max |F| (hartree/bohr): 0.06093
Spin multiplicity: 1
Kohn-Sham gap (eV): 9.788

Löwdin atomic charge list, values in e, 6 entries: atom 1 (N): 0.095, atom 2 (C): -0.275, atom 3 (C): -0.062, atom 4 (C): -0.159, atom 5 (O): 0.072, atom 6 (C): -0.423

=====

# 2
The following is a DFT calculation (ωB97M-V with the def2-TZVPD basis set) of a structure of composition C20H51N5NbO8 at a distorted geometry.

```
85
C20H51N5NbO8 ωB97M-V with the def2-TZVPD basis set
C -2.60 -0.77 -5.51
C -2.51 0.86 -5.46
O -3.60 1.57 -6.15
C -2.57 1.30 -3.87
O -1.67 0.38 -3.15
Nb -1.97 0.71 -1.04
C -0.38 -0.89 -0.69
C 0.95 -0.43 -1.58
O 0.92 -1.21 -2.85
H -3.35 -1.22 -4.69
H -2.90 -1.20 -6.56
H -1.54 -1.23 -5.23
H -1.50 1.25 -5.93
H -4.40 0.99 -6.30
H -3.67 1.05 -3.51
H -2.26 2.42 -3.72
H -0.74 2.06 -1.13
H -3.26 1.94 -1.34
H -3.23 -0.58 -0.93
H -2.11 0.99 0.75
H -0.79 -1.90 -1.15
H -0.16 -1.03 0.45
H 1.95 -0.69 -1.03
H 0.87 0.70 -1.91
H 1.42 -2.07 -2.65
C -2.69 5.33 -1.42
O -3.47 4.48 -1.02
N -1.69 5.92 -0.67
C -0.81 6.93 -1.22
C -1.52 5.52 0.71
H -2.74 5.71 -2.45
H 0.22 6.57 -1.15
H -0.92 7.85 -0.63
H -1.06 7.14 -2.26
H -1.31 4.44 0.74
H -2.44 5.71 1.26
H -0.69 6.07 1.17
C 2.01 1.43 1.88
O 1.34 1.75 0.91
N 3.38 1.27 1.88
C 4.11 0.89 3.08
C 4.12 1.50 0.66
H 1.55 1.24 2.86
H 4.83 1.67 3.32
H 4.63 -0.05 2.88
H 3.43 0.75 3.92
H 3.95 2.52 0.32
H 3.76 0.81 -0.11
H 5.19 1.33 0.82
C -1.94 1.01 5.65
O -0.99 0.31 5.98
N -2.64 0.90 4.46
C -3.76 1.77 4.15
C -2.26 -0.12 3.51
H -2.32 1.82 6.30
H -4.65 1.16 4.00
H -3.53 2.31 3.22
H -3.94 2.49 4.95
H -2.33 -1.10 3.99
H -1.22 0.04 3.22
H -2.90 -0.09 2.63
C 5.00 -3.06 4.42
O 5.59 -2.22 3.75
N 3.85 -2.85 5.14
C 3.22 -3.90 5.91
C 3.25 -1.53 5.14
H 5.37 -4.10 4.49
H 2.20 -4.05 5.54
H 3.19 -3.60 6.96
H 3.77 -4.84 5.83
H 3.00 -1.26 4.11
H 3.98 -0.81 5.53
H 2.35 -1.51 5.76
C 1.09 -5.09 -3.36
O 2.13 -4.45 -3.39
N 0.36 -5.51 -4.45
C -0.86 -6.27 -4.33
C 0.84 -5.17 -5.78
H 0.63 -5.40 -2.40
H -0.74 -7.23 -4.84
H -1.68 -5.70 -4.79
H -1.11 -6.45 -3.28
H 1.84 -5.60 -5.91
H 0.91 -4.09 -5.87
H 0.17 -5.57 -6.55
```

Summary:
Molecular weight (g/mol): 582.56
LUMO level (eV): 2.29
Net charge: -1
Max |F| (hartree/bohr): 0.09484
Spin multiplicity: 1
Kohn-Sham gap (eV): 6.318

Löwdin atomic charge list, values in e, 6 entries: atom 1 (C): -0.099, atom 2 (C): -0.360, atom 3 (O): -0.134, atom 4 (C): -0.323, atom 5 (O): -0.532, atom 6 (Nb): 1.223

=====

# 3
The following is a DFT calculation (ωB97M-V with the def2-TZVPD basis set) of a structure of composition C2HClFN3 at a distorted geometry.

```
8
C2HClFN3 ωB97M-V with the def2-TZVPD basis set
C -2.04 0.48 0.37
C 0.16 0.75 -0.03
N -1.51 -0.10 1.38
N -1.14 1.50 -0.05
N -0.27 1.16 1.17
F 1.26 1.36 -0.46
Cl -3.42 -0.06 -0.48
H 0.14 -0.43 -0.25
```

Summary:
Molecular weight (g/mol): 121.50
LUMO level (eV): -0.06
Relative energy (zero: lowest compared OMol25 entry of this formula, charge and spin) (kJ/mol): 342.8
Max |F| (hartree/bohr): 0.10016
Spin multiplicity: 1
Kohn-Sham gap (eV): 10.849

Löwdin atomic charge list, values in e, 6 entries: atom 1 (C): -0.913, atom 2 (C): -0.461, atom 3 (N): 0.164, atom 4 (N): 0.064, atom 5 (N): 0.132, atom 6 (F): 0.096

=====

# 4
The following is a DFT calculation (ωB97M-V with the def2-TZVPD basis set) of an isolated molecule of C18H25N at a distorted geometry.

```
44
C18H25N ωB97M-V with the def2-TZVPD basis set
N -3.47 0.39 0.56
C 3.21 1.37 3.27
C 0.53 -2.44 1.06
C -0.06 1.60 -2.61
C 2.57 1.99 2.26
C 1.07 -1.23 1.54
C 1.09 1.61 -1.96
C -3.16 1.55 1.06
C -2.68 -0.45 0.00
C -1.75 1.79 1.04
C -1.37 -0.19 -0.05
C -0.84 0.90 0.57
C 4.75 1.44 3.51
C -0.25 -3.38 1.96
C -0.26 1.33 -4.05
C 1.03 1.87 1.97
C 1.44 -0.19 0.43
C 1.10 2.11 -0.54
C 0.70 1.13 0.56
H 2.58 0.61 3.76
H 0.67 -2.71 -0.04
H -1.05 1.98 -2.17
H 3.15 2.68 1.52
H 0.99 -0.89 2.56
H 2.04 1.18 -2.42
H -3.78 2.33 1.49
H -3.22 -1.30 -0.58
H -1.53 2.72 1.52
H -0.76 -0.93 -0.60
H 5.17 0.56 3.96
H 5.27 1.28 2.64
H 5.11 2.35 4.03
H -1.28 -3.32 1.73
H -0.05 -4.46 1.82
H -0.15 -3.11 3.03
H -0.86 2.14 -4.42
H -0.85 0.51 -4.31
H 0.66 1.21 -4.62
H 0.49 1.38 2.77
H 0.70 2.91 1.87
H 1.23 -0.68 -0.60
H 2.50 0.10 0.53
H 0.48 3.06 -0.42
H 2.13 2.47 -0.36
```

Summary:
Molecular weight (g/mol): 255.41
LUMO level (eV): 0.90
Relative energy (zero: lowest compared OMol25 entry of this formula, charge and spin) (kJ/mol): 307.9
Max |F| (hartree/bohr): 0.10769
Spin multiplicity: 1
Kohn-Sham gap (eV): 9.568

Löwdin atomic charge list, values in e, 6 entries: atom 1 (N): 0.030, atom 2 (C): -0.141, atom 3 (C): -0.152, atom 4 (C): -0.177, atom 5 (C): -0.120, atom 6 (C): -0.062

=====

# 5
The following is a DFT calculation (ωB97M-V with the def2-TZVPD basis set) of a cluster of 9 separate species, C46H87N10O5P2 in total at a distorted geometry.

```
150
C46H87N10O5P2 ωB97M-V with the def2-TZVPD basis set
C 3.65 1.04 3.78
C 3.47 -0.13 2.70
P 1.69 -0.75 2.47
C 0.55 0.13 3.74
N 1.06 -0.35 0.79
C -0.26 -1.12 0.75
C -0.97 -1.16 -0.68
C -2.52 -0.66 -0.56
C -2.86 0.58 -1.51
C -3.33 1.90 -0.73
O -4.28 1.64 0.34
C -3.81 2.33 1.50
C -3.46 1.49 2.81
O -3.64 3.57 1.53
C 0.68 1.09 0.61
C 1.83 2.17 0.81
C 3.12 2.35 -0.10
N 1.72 3.05 1.79
C 2.00 -0.79 -0.30
P 2.21 -2.65 -0.57
O 3.66 -2.83 -1.07
O 1.23 -3.28 -1.84
O 2.08 -3.60 0.82
H 4.56 1.65 3.45
H 3.96 0.58 4.79
H 2.79 1.77 3.87
H 3.99 0.18 1.74
H 4.05 -1.03 3.10
H 0.68 1.26 3.75
H -0.54 -0.16 3.62
H 0.88 -0.28 4.76
H -0.98 -0.65 1.52
H -0.14 -2.20 1.10
H -1.05 -2.26 -0.99
H -0.51 -0.51 -1.49
H -3.20 -1.53 -0.90
H -2.82 -0.43 0.51
H -3.75 0.29 -2.19
H -2.01 0.86 -2.21
H -3.85 2.59 -1.49
H -2.39 2.45 -0.39
H -2.76 2.09 3.47
H -4.43 1.35 3.39
H -2.95 0.49 2.56
H 0.24 1.30 -0.44
H -0.18 1.36 1.33
H 2.81 2.33 -1.20
H 3.96 1.61 0.10
H 3.55 3.40 0.10
H 0.84 2.90 2.31
H 1.66 -0.36 -1.31
H 3.07 -0.38 -0.17
H 1.28 -2.59 -2.55
H 1.32 -4.24 0.76
C -2.97 5.30 -1.00
C -1.61 5.97 -1.16
C -1.33 6.40 -2.60
C -1.34 5.20 -3.50
N -1.35 4.25 -4.20
H -3.04 4.38 -1.58
H -3.14 5.04 0.05
H -3.78 5.97 -1.31
H -0.83 5.28 -0.83
H -1.57 6.85 -0.51
H -0.36 6.89 -2.67
H -2.09 7.11 -2.95
C 7.18 -3.12 0.50
C 7.92 -3.47 1.78
C 7.34 -2.78 3.02
C 7.43 -1.29 2.85
N 7.49 -0.12 2.73
H 7.25 -2.05 0.27
H 7.60 -3.66 -0.35
H 6.12 -3.39 0.58
H 8.98 -3.20 1.66
H 7.88 -4.55 1.93
H 7.90 -3.07 3.91
H 6.30 -3.06 3.16
C -0.38 -6.23 -4.15
C -1.85 -5.91 -3.91
C -2.28 -4.59 -4.55
C -1.48 -3.46 -3.97
N -0.86 -2.58 -3.51
H 0.28 -5.48 -3.71
H -0.13 -7.20 -3.71
H -0.16 -6.29 -5.23
H -2.04 -5.88 -2.83
H -2.47 -6.72 -4.32
H -3.34 -4.41 -4.36
H -2.13 -4.61 -5.63
C 11.30 -2.04 6.95
C 10.48 -1.01 6.19
C 9.00 -1.00 6.60
C 8.39 -2.34 6.32
N 7.91 -3.40 6.10
H 10.96 -3.06 6.75
H 12.35 -1.99 6.65
H 11.25 -1.87 8.03
H 10.56 -1.21 5.12
H 10.90 -0.02 6.37
H 8.46 -0.24 6.03
H 8.90 -0.78 7.66
C -1.66 -2.83 5.51
C -2.45 -4.02 4.98
C -2.40 -4.15 3.46
C -2.97 -2.92 2.82
N -3.42 -1.95 2.32
H -2.05 -1.88 5.13
H -1.70 -2.79 6.60
H -0.60 -2.90 5.21
H -3.49 -3.92 5.30
H -2.06 -4.94 5.43
H -2.97 -5.02 3.13
H -1.36 -4.28 3.12
C -7.96 -5.45 -6.67
C -7.31 -4.27 -5.96
C -5.78 -4.39 -5.88
C -5.41 -5.62 -5.11
N -5.12 -6.59 -4.51
H -7.78 -6.39 -6.13
H -9.04 -5.31 -6.73
H -7.57 -5.56 -7.69
H -7.73 -4.19 -4.95
H -7.57 -3.35 -6.49
H -5.36 -3.51 -5.37
H -5.35 -4.44 -6.88
C 2.40 5.97 -5.77
C 1.84 7.37 -6.01
C 2.45 8.41 -5.07
C 2.15 8.06 -3.64
N 1.92 7.77 -2.53
H 2.17 5.60 -4.77
H 1.96 5.26 -6.48
H 3.48 5.95 -5.91
H 0.75 7.34 -5.88
H 2.03 7.66 -7.04
H 2.02 9.40 -5.28
H 3.53 8.47 -5.21
C -7.00 3.25 0.89
C -7.81 4.31 0.15
C -9.27 4.36 0.58
C -9.93 3.04 0.30
N -10.44 2.00 0.08
H -7.38 2.24 0.68
H -5.96 3.27 0.57
H -7.04 3.41 1.97
H -7.74 4.12 -0.93
H -7.35 5.29 0.33
H -9.80 5.14 0.03
H -9.35 4.58 1.65
```

Summary:
Molecular weight (g/mol): 922.21
LUMO level (eV): -2.30
Net charge: +1
Max |F| (hartree/bohr): 0.13033
Spin multiplicity: 1
Kohn-Sham gap (eV): 9.631

Löwdin atomic charge list, values in e, 6 entries: atom 1 (C): -0.156, atom 2 (C): -0.372, atom 3 (P): 1.059, atom 4 (C): -0.244, atom 5 (N): -0.427, atom 6 (C): -0.212

=====

# 6
The following is a DFT calculation (ωB97M-V with the def2-TZVPD basis set) of a cluster of 2 separate species, C5H16NS2 in total.

```
24
C5H16NS2 ωB97M-V with the def2-TZVPD basis set
C 0.25 2.52 1.46
C -0.86 1.71 0.82
C -1.97 2.57 0.22
N -0.25 0.88 -0.29
H 0.99 1.88 1.93
H 0.74 3.16 0.73
H -0.17 3.16 2.23
H -1.26 0.99 1.53
H -1.58 3.26 -0.52
H -2.42 3.15 1.02
H -2.73 1.95 -0.25
H 0.54 0.29 0.04
H -0.95 0.24 -0.71
H 0.12 1.46 -1.04
C 0.16 -3.41 0.42
C 0.77 -2.97 -0.90
S 1.93 -1.58 -0.59
S 2.17 -0.76 -2.47
H -0.46 -2.62 0.85
H 0.93 -3.67 1.15
H -0.49 -4.27 0.26
H 0.03 -2.62 -1.61
H 1.34 -3.76 -1.38
H 3.19 -1.55 -2.90
```

Summary:
Molecular weight (g/mol): 154.32
LUMO level (eV): -3.14
Relative energy (zero: lowest compared OMol25 entry of this formula, charge and spin) (kJ/mol): 15.1
Net charge: +1
Max |F| (hartree/bohr): 0.00624
Spin multiplicity: 1
Kohn-Sham gap (eV): 9.729

Löwdin atomic charge list, values in e, 6 entries: atom 1 (C): -0.039, atom 2 (C): -0.395, atom 3 (C): -0.040, atom 4 (N): 0.179, atom 5 (H): 0.091, atom 6 (H): 0.097

=====

# 7
The following is a DFT calculation (ωB97M-V with the def2-TZVPD basis set) of a structure of composition C6H8 at a distorted geometry.

```
14
C6H8 ωB97M-V with the def2-TZVPD basis set
C -2.14 -0.02 0.06
C -0.63 0.04 0.01
C 0.07 1.15 -0.10
C 1.44 0.77 -0.01
C 1.61 -0.58 0.02
C 0.19 -1.23 -0.01
H -2.60 -1.03 -0.77
H -2.56 1.18 -0.42
H -2.56 -0.01 1.24
H -0.27 2.20 0.01
H 2.24 1.51 0.24
H 2.51 -1.12 0.18
H -0.11 -1.86 0.77
H 0.11 -1.61 -1.08
```

Summary:
Molecular weight (g/mol): 80.13
LUMO level (eV): 0.93
Relative energy (zero: lowest compared OMol25 entry of this formula, charge and spin) (kJ/mol): 255.3
Max |F| (hartree/bohr): 0.09200
Spin multiplicity: 1
Kohn-Sham gap (eV): 9.118

Löwdin atomic charge list, values in e, 6 entries: atom 1 (C): -0.119, atom 2 (C): -0.419, atom 3 (C): -0.105, atom 4 (C): -0.122, atom 5 (C): -0.070, atom 6 (C): -0.121

=====

# 8
The following is a DFT calculation (ωB97M-V with the def2-TZVPD basis set) of a structure of composition C32H26IrN7O11Si at a distorted geometry.

```
78
C32H26IrN7O11Si ωB97M-V with the def2-TZVPD basis set
Ir -1.30 -0.27 0.87
O -2.78 0.67 1.91
N -3.30 1.71 1.37
N -2.67 2.14 0.38
O -1.59 1.56 -0.10
C -3.17 3.29 -0.34
C -4.15 4.10 0.22
C -4.62 5.17 -0.51
C -4.12 5.43 -1.78
C -3.15 4.61 -2.32
C -2.66 3.53 -1.60
H -4.53 3.87 1.21
H -5.38 5.81 -0.08
H -4.51 6.27 -2.35
H -2.76 4.79 -3.32
H -1.91 2.87 -2.01
O 1.08 -0.48 4.23
C 0.13 -0.69 3.49
O -0.10 0.04 2.44
C -0.81 -1.82 3.83
C -0.72 -2.33 5.10
C -1.54 -3.38 5.49
C -2.49 -3.88 4.62
C -2.58 -3.36 3.35
C -1.71 -2.34 2.89
O -1.76 -1.97 1.64
N -3.64 -3.95 2.50
O -4.32 -4.83 3.00
O -3.78 -3.54 1.37
N -1.41 -3.96 6.83
O -0.58 -3.47 7.57
O -2.13 -4.89 7.11
H 0.00 -1.92 5.79
H -3.15 -4.68 4.93
O -2.51 -0.86 -0.62
N -2.73 -0.21 -1.76
C -1.97 -0.46 -2.75
C -0.90 -1.45 -2.78
N -0.06 -2.23 -2.86
C -2.22 0.29 -3.96
N -2.43 0.89 -4.92
C 3.37 0.33 1.44
C 2.96 1.03 0.15
C 4.20 1.31 -0.71
C 2.19 2.32 0.46
Si 1.75 -0.09 -0.86
O 0.28 -0.18 -0.15
C 2.54 -1.78 -0.95
C 2.45 -2.58 0.20
C 3.00 -3.85 0.24
C 3.64 -4.36 -0.88
C 3.72 -3.60 -2.04
C 3.17 -2.33 -2.07
C 1.61 0.87 -2.48
C 2.54 0.82 -3.52
C 2.36 1.53 -4.70
C 1.22 2.31 -4.86
C 0.29 2.39 -3.84
C 0.49 1.68 -2.66
H 4.02 0.98 2.03
H 3.92 -0.59 1.24
H 2.51 0.10 2.05
H 4.93 1.90 -0.13
H 3.95 1.89 -1.60
H 4.69 0.39 -1.01
H 2.81 3.00 1.06
H 1.29 2.09 1.04
H 1.89 2.85 -0.45
H 1.94 -2.20 1.08
H 2.93 -4.45 1.14
H 4.07 -5.36 -0.86
H 4.20 -4.00 -2.92
H 3.22 -1.76 -2.99
H 3.44 0.21 -3.42
H 3.10 1.48 -5.48
H 1.07 2.86 -5.79
H -0.61 2.98 -3.98
H -0.24 1.76 -1.86
```

Summary:
Molecular weight (g/mol): 904.90
LUMO level (spin up / spin down) (eV): 1.65 / 0.53
Relative energy (zero: lowest compared OMol25 entry of this formula, charge and spin) (kJ/mol): 63.9
Net charge: -1
<S²>: 0.754
Max |F| (hartree/bohr): 0.03883
Spin multiplicity: 2
Kohn-Sham gap (spin up / spin down) (eV): 8.051 / 6.813

Löwdin atomic charge list, values in e, 6 entries: atom 1 (Ir): 1.699, atom 2 (O): -0.203, atom 3 (N): 0.043, atom 4 (N): -0.176, atom 5 (O): -0.214, atom 6 (C): -0.143

=====

# 9
The following is a DFT calculation (ωB97M-V with the def2-TZVPD basis set) of a structure of composition C22H25BrClN5O5PRhS at a distorted geometry.

```
62
C22H25BrClN5O5PRhS ωB97M-V with the def2-TZVPD basis set
Rh 0.05 0.42 -0.59
O 2.41 -4.00 2.92
C 1.89 -2.97 2.26
C 0.83 -2.19 2.73
C 0.38 -1.17 1.94
N 0.92 -0.85 0.75
C 1.94 -1.61 0.31
Br 2.72 -1.21 -1.37
C 2.45 -2.67 1.02
H 1.98 -4.15 3.77
H 0.36 -2.39 3.68
H -0.45 -0.55 2.25
H 3.26 -3.27 0.62
O -0.37 -1.55 -1.79
S -1.81 -1.48 -1.44
O -2.76 -1.04 -2.40
N -1.60 -0.48 -0.18
C -2.62 0.36 0.34
C -3.93 0.04 0.53
C -4.78 0.99 1.15
C -4.32 2.21 1.56
C -2.96 2.55 1.35
C -2.39 3.80 1.69
C -1.09 4.05 1.40
C -0.31 3.07 0.77
N -0.80 1.88 0.46
C -2.12 1.61 0.74
C -2.30 -3.06 -0.89
C -1.49 -3.78 0.00
C -1.91 -5.02 0.41
C -3.11 -5.55 -0.06
C -3.90 -4.83 -0.94
C -3.50 -3.57 -1.37
H -4.32 -0.92 0.22
H -5.82 0.74 1.29
H -4.97 2.93 2.03
H -3.01 4.55 2.17
H -0.63 5.00 1.63
H 0.72 3.25 0.53
H -0.55 -3.37 0.32
H -1.30 -5.60 1.09
H -3.43 -6.53 0.27
H -4.82 -5.25 -1.31
H -4.09 -3.00 -2.07
Cl -0.40 1.54 -2.55
N 2.04 3.32 -3.27
C 3.00 2.27 -2.83
P 3.06 2.37 -1.00
O 3.31 3.83 -0.73
O 1.88 1.68 -0.39
C 4.63 1.57 -0.44
N 5.47 2.69 0.11
H 2.20 4.19 -2.75
H 1.06 2.96 -3.06
H 2.11 3.52 -4.27
H 3.98 2.53 -3.24
H 2.67 1.31 -3.21
H 5.18 1.06 -1.22
H 4.40 0.87 0.36
H 5.72 2.54 1.09
H 4.89 3.55 0.02
H 6.34 2.82 -0.41
```

Summary:
Molecular weight (g/mol): 720.78
LUMO level (eV): -5.39
Relative energy (zero: lowest compared OMol25 entry of this formula, charge and spin) (kJ/mol): 136.8
Net charge: +2
Max |F| (hartree/bohr): 0.02863
Spin multiplicity: 1
Kohn-Sham gap (eV): 7.607

Löwdin atomic charge list, values in e, 6 entries: atom 1 (Rh): 0.906, atom 2 (O): 0.130, atom 3 (C): -0.294, atom 4 (C): 0.034, atom 5 (C): -0.088, atom 6 (N): -0.103

=====

| no. | calculated total energy (eV) |
| --- | --- |
| 1 | -9810.055 |
| 2 | -46940.115 |
| 3 | -21795.189 |
| 4 | -20557.668 |
| 5 | -92819.150 |
| 6 | -28599.365 |
| 7 | -6348.138 |
| 8 | -77268.657 |
| 9 | -146594.487 |